The following is a quantum chemistry calculation of a molecular structure, C29H35N2O4PZn, from the Open Molecules 2025 dataset.

The net charge is 0. The spin multiplicity is 1. Its frontier orbital gap is 6.3 eV. As for the HOMO energy: -6.92 eV. The value obtained for the relative energy (zero: lowest compared OMol25 entry of this formula, charge and spin) is 0.000 eV.

Each line ends with the Löwdin charge.
Element x y z (Å)
H (-2.3639, -0.2017, 5.2710)  0.057
C (-0.3454, 1.2635, 2.8425)  -0.297
C (2.4810, 3.5927, -2.4457)  -0.275
O (-2.3129, 0.4869, -1.4430)  -0.092
H (3.6655, 5.2713, -3.0945)  0.079
H (-3.8317, -0.7374, 4.4531)  0.067
H (-2.9135, 2.2785, 1.6562)  0.104
P (-1.7938, 0.3576, 2.2771)  1.063
H (-0.7379, 1.0745, 4.9422)  0.093
C (3.2463, 4.3479, -3.4996)  -0.058
C (-0.9578, -2.3809, -3.2478)  0.034
C (-1.2000, -1.4481, -2.2445)  -0.139
H (1.4225, 3.5200, 6.3095)  0.075
H (0.8735, 5.0076, -2.3625)  0.117
C (-2.6526, -2.2624, 2.4788)  -0.119
C (1.2717, 4.0809, -1.9613)  -0.010
H (2.3785, -3.1512, 1.4945)  0.141
H (-2.5125, 2.6929, 4.0845)  0.068
H (2.2130, 1.9511, 6.3946)  0.076
C (1.0089, 2.2385, 4.6225)  -0.294
N (-0.5535, -1.4858, -1.0861)  0.123
C (1.8241, 2.7873, 3.6289)  -0.043
C (0.5557, 3.4119, -0.9791)  -0.197
C (2.8096, 0.4037, -0.4032)  -0.025
H (-2.0714, -2.4534, 1.5763)  0.050
H (-5.2895, 1.6085, 1.7774)  0.082
H (3.8662, 0.2940, -0.6482)  0.080
C (0.6632, -3.3960, -1.8100)  0.023
H (-1.5223, -2.2982, -4.1651)  0.127
H (-3.8073, 1.5573, 4.4907)  0.063
Zn (-1.0665, 0.2101, 0.0606)  0.643
H (-0.7484, 4.0614, 0.6075)  0.078
H (0.4844, 2.0819, 6.7045)  0.070
C (1.0597, 2.2109, -0.4613)  -0.242
H (-3.6693, -2.0047, 2.1756)  0.071
H (2.6711, 3.4003, 3.9209)  0.114
C (0.5183, 1.7796, 1.8353)  -0.315
C (1.5971, 2.5755, 2.2874)  -0.011
C (-2.0220, -1.1496, 3.3202)  -0.521
C (-2.2372, -0.3310, -2.4238)  -0.596
N (0.3060, 1.5105, 0.5143)  -0.065
H (-4.1737, 3.0256, 3.5947)  0.081
C (2.9620, 2.4022, -1.9215)  -0.015
C (0.3537, -2.4411, -0.8634)  -0.179
O (-2.8778, -0.3340, -3.4581)  0.066
C (-0.0725, 1.4915, 4.1937)  -0.069
O (0.5862, -1.7306, 1.4020)  0.102
H (0.2078, -4.0951, -3.7904)  0.117
C (-4.4974, 0.8631, 1.8675)  -0.109
H (2.6868, 0.3329, 0.6782)  0.077
H (-2.7032, -3.1866, 3.0589)  0.081
C (2.2692, 1.7024, -0.9371)  -0.205
H (-4.3442, 0.4162, 0.8834)  0.070
H (3.9038, 2.0036, -2.2858)  0.112
H (4.0706, 3.7520, -3.8910)  0.070
C (-0.0110, -3.3595, -3.0279)  -0.014
C (1.2974, 2.4593, 6.0833)  -0.062
C (-3.2204, 1.5222, 2.3900)  -0.522
H (-1.5713, 3.2584, -0.7272)  0.073
H (2.6012, 4.6226, -4.3354)  0.077
C (-0.7577, 3.9452, -0.4784)  -0.031
C (0.9832, -2.4105, 0.4938)  -0.474
O (2.0330, -3.2376, 0.5933)  0.129
H (-0.9795, 4.9127, -0.9279)  0.076
H (-4.8544, 0.0886, 2.5497)  0.064
H (1.4088, -4.1467, -1.5960)  0.122
H (2.2805, -0.4438, -0.8491)  0.067
C (-2.7833, -0.9782, 4.6340)  -0.106
H (2.2614, 3.0180, 1.5558)  0.114
H (-2.7575, -1.9168, 5.1919)  0.081
H (-0.9882, -1.4314, 3.5408)  0.101
C (-3.4325, 2.2337, 3.7232)  -0.098

---

The following is a quantum chemistry calculation of C18H19N3O7S in the gas phase at a distorted geometry, from the Open Molecules 2025 dataset.

The net charge is 0. The spin multiplicity is 1. Its frontier orbital gap is 9.2 eV. As for the HOMO energy: -8.81 eV. The value obtained for the relative energy (zero: lowest compared OMol25 entry of this formula, charge and spin) is 1.283 eV.

Each line ends with the Löwdin charge.
Element x y z (Å)
C (3.0324, 1.0511, -0.4590)  -0.453
C (-0.4339, -3.7912, 1.6082)  -0.466
O (-1.7432, -1.3240, -0.9051)  -0.284
C (-1.7271, 0.6092, 2.8614)  -0.175
S (-2.2263, 0.0260, -1.0102)  0.681
C (-0.9720, 0.9926, -1.8550)  -0.242
H (-1.2485, -3.7367, -0.2794)  0.162
H (-0.9094, 0.5219, 3.5778)  0.132
C (-3.3042, 2.1471, 2.1130)  -0.182
H (-4.1298, 1.4507, 2.3185)  0.133
H (4.8273, 0.4778, 0.6429)  0.140
O (-2.2420, 1.9122, 3.0064)  -0.123
H (0.5163, -2.7781, -1.4671)  0.147
H (-2.0855, 2.7206, 0.4191)  0.137
O (3.5488, -1.0600, 0.4029)  0.011
C (1.7343, -2.5333, 0.2776)  -0.122
H (-0.9126, -0.6625, 1.3021)  0.114
O (-1.4181, -4.3038, 2.0976)  0.061
H (4.7721, -0.1776, -1.0372)  0.129
H (-3.6895, 2.0542, -0.0275)  0.122
H (-2.5056, -0.1320, 3.0921)  0.134
H (-0.5087, 3.3826, -4.1759)  0.109
H (-0.3705, 1.0468, 1.2367)  0.130
N (-2.3155, 0.6308, 0.5278)  -0.232
C (0.7578, -3.3718, 2.3128)  0.017
H (1.8460, 2.9349, -3.5917)  0.117
H (0.7689, -3.5500, 3.3764)  0.117
H (-3.6328, 3.1720, 2.2913)  0.130
H (-2.3338, 2.1153, -3.0391)  0.115
C (1.3608, 1.4442, -2.1365)  -0.206
O (2.4132, 1.5960, 0.4246)  0.102
C (2.7336, -1.7350, -0.4363)  -0.454
O (2.7868, -1.6109, -1.6405)  0.103
C (1.7838, -2.7567, 1.6837)  0.004
C (-2.8500, 1.9663, 0.6614)  -0.166
C (0.6184, -2.9514, -0.4059)  -0.023
C (-1.2963, 1.9478, -2.7984)  -0.047
C (-0.2735, 2.6422, -3.4268)  -0.055
C (-1.2192, 0.3748, 1.4351)  -0.159
H (2.6535, -2.4217, 2.2273)  0.123
N (2.6977, 1.1502, -1.7729)  0.129
H (3.2414, 0.6390, -2.4551)  0.148
C (4.1901, 0.0881, -0.1502)  -0.051
C (1.0513, 2.3940, -3.1011)  0.005
N (-0.3893, -3.5510, 0.2272)  0.148
O (-3.4909, 0.2577, -1.6387)  -0.271
C (0.3372, 0.7365, -1.5170)  0.007
H (0.5567, -0.0349, -0.7975)  0.105

---

The following is a quantum chemistry calculation of 14 unconnected molecules or ions with the total composition C3H33O14 at a distorted geometry, from the Open Molecules 2025 dataset.

The net charge is -1. The spin multiplicity is 1. Its frontier orbital gap is 8.1 eV. As for the HOMO energy: -5.81 eV. The value obtained for the relative energy (zero: lowest compared OMol25 entry of this formula, charge and spin) is 0.005 eV.

Each line ends with the Löwdin charge.
Element x y z (Å)
H (4.7101, -1.3048, 26.8796)  0.099
H (1.9850, -0.7645, 24.0884)  -0.004
H (3.6981, 0.8461, 23.6061)  -0.044
O (3.7178, -0.5357, 24.7037)  -0.399
H (3.6105, -1.0726, 22.7742)  -0.035
O (6.3167, -0.3181, 24.3417)  -0.054
H (3.5063, 2.0887, 25.7269)  0.074
O (0.6330, 2.9154, 22.6511)  -0.063
O (7.5545, 1.7392, 25.6935)  -0.043
H (3.1827, 1.3555, 22.3149)  0.054
H (-0.1033, 0.0729, 24.7354)  0.012
C (3.1609, -0.0779, 25.9407)  -0.488
H (6.9818, 2.1662, 25.0893)  -0.039
H (2.3598, -0.8234, 26.1272)  0.128
H (0.0578, 2.5934, 25.7716)  -0.021
H (5.7519, 3.5614, 23.0914)  0.051
H (3.0858, 3.5034, 23.9941)  -0.027
O (5.9682, 2.8717, 23.6958)  -0.026
H (1.3469, -0.4926, 22.7192)  0.030
O (3.7933, 1.5436, 23.0046)  -0.019
O (-0.0300, 3.3357, 25.2060)  -0.056
H (3.8856, -0.1538, 27.9356)  0.072
O (2.9360, 4.2790, 23.4950)  -0.037
O (1.4563, -4.1665, 25.4254)  -0.059
H (1.9636, 1.6312, 24.9671)  0.042
O (3.8489, -3.4289, 24.7579)  -0.053
H (2.0458, 1.7268, 26.6880)  0.073
H (5.3767, -0.3966, 24.4567)  -0.053
H (5.2908, 3.8481, 25.3450)  -0.044
O (1.1668, -0.8673, 23.5683)  -0.043
H (4.7025, -1.0178, 21.7525)  0.021
O (-0.7293, 0.4146, 25.4151)  -0.066
H (6.5408, 0.3433, 24.9654)  -0.054
O (5.1143, 4.4186, 26.0652)  -0.040
H (2.9908, 4.9208, 24.2446)  0.076
H (-0.2425, 3.0252, 24.3511)  -0.036
H (2.2214, -3.6342, 25.3526)  -0.058
H (4.6299, -3.6147, 25.2874)  0.055
H (3.9008, -2.4696, 24.6365)  0.010
H (0.6939, -3.6605, 25.6711)  0.011
C (2.6146, 1.4070, 25.8167)  -0.045
H (5.1325, 0.5434, 26.8135)  0.072
C (4.3348, -0.2216, 26.9162)  -0.069
H (-1.5487, 0.4455, 24.9422)  0.022
H (7.4753, 2.3063, 26.4760)  0.059
O (3.9873, -1.5634, 22.0441)  -0.038
H (0.0324, 3.6127, 22.3206)  0.068
H (1.4583, 3.3448, 22.8557)  -0.020
H (4.2200, 4.7115, 25.8344)  0.020
H (5.3658, 2.2198, 23.4048)  -0.015

---

The following is a quantum chemistry calculation of C5H4ClN3O2S2 in the gas phase at a distorted geometry, from the Open Molecules 2025 dataset.

The net charge is 0. The spin multiplicity is 1. Its frontier orbital gap is 8.4 eV. As for the HOMO energy: -9.17 eV. The value obtained for the relative energy (zero: lowest compared OMol25 entry of this formula, charge and spin) is 0.037 eV.

Each line ends with the Löwdin charge.
Element x y z (Å)
S (-1.1683, 0.4047, -2.0237)  0.944
N (1.1718, 0.4394, -0.3620)  0.080
H (-0.2950, 0.0355, 2.4147)  0.144
H (3.1889, 0.5277, 0.2215)  0.072
N (0.4240, -0.0711, 1.7148)  0.121
C (-0.3259, -1.0062, -2.7149)  -1.501
C (1.7694, 0.1222, 1.7607)  -0.090
C (-1.2265, -0.0292, -0.2708)  -0.466
H (2.3379, 0.0958, 2.7225)  0.126
Cl (0.2625, -2.3185, -1.7057)  0.620
C (0.1192, 0.1496, 0.3650)  -0.396
H (-1.4033, -1.1428, -0.0140)  0.149
C (2.2120, 0.3968, 0.4702)  -0.132
O (-2.3970, 0.6359, 1.5884)  0.090
N (-2.1068, 0.8750, 0.4311)  -0.415
O (-2.5891, 1.7252, -0.2741)  0.060
S (0.0261, -0.8399, -4.3238)  0.593

---

The following is a quantum chemistry calculation of 2 unconnected molecules or ions with the total composition C3H11N2 at a distorted geometry, from the Open Molecules 2025 dataset.

The net charge is +1. The spin multiplicity is 1. Its frontier orbital gap is 10.9 eV. As for the HOMO energy: -14.39 eV. The value obtained for the relative energy (zero: lowest compared OMol25 entry of this formula, charge and spin) is 1.963 eV.

Each line ends with the Löwdin charge.
Element x y z (Å)
C (2.0149, -0.5535, -1.2261)  0.028
H (-1.7676, -0.7857, -0.8245)  0.069
H (0.9228, 1.1428, -1.7266)  0.157
H (1.3920, -1.4357, -1.2813)  0.092
N (1.0549, 0.6309, -0.8614)  0.136
H (2.4324, -0.2896, -2.1922)  0.097
N (-1.2559, 0.6219, 0.6826)  -0.124
H (0.3773, 0.4187, -0.0902)  0.091
C (-1.9110, -0.6349, 0.2444)  -0.123
C (-1.1194, 0.7080, 1.9483)  -0.021
H (-1.6038, 0.0306, 2.6480)  0.095
H (-1.4704, -1.5120, 0.7340)  0.083
H (2.7797, -0.5462, -0.4594)  0.096
H (-0.6007, 1.5700, 2.3579)  0.081
H (1.7184, 1.3118, -0.4684)  0.156
H (-2.9636, -0.6770, 0.5150)  0.089

---

The following is a quantum chemistry calculation of a molecular structure, C32H45N7O4Ti, from the Open Molecules 2025 dataset.

The net charge is +4. The spin multiplicity is 1. Its frontier orbital gap is 6.5 eV. As for the HOMO energy: -19.22 eV. The value obtained for the relative energy (zero: lowest compared OMol25 entry of this formula, charge and spin) is 0.033 eV.

Each line ends with the Löwdin charge.
Element x y z (Å)
O (0.9439, -0.8343, -2.4434)  -0.186
H (5.2066, 0.7186, -0.2451)  0.132
C (-0.6937, 4.3000, -1.2442)  -0.089
N (2.0944, -1.8962, -0.2525)  0.032
O (-0.5715, -0.5665, 1.6437)  -0.149
H (1.6567, 4.2658, 0.9898)  0.119
H (2.3716, 6.3358, -0.2899)  0.137
H (1.9691, 5.4270, -2.5691)  0.120
H (2.5461, -0.3147, -3.6919)  0.101
H (-2.4685, -2.5832, -3.8417)  0.120
H (-2.4319, -3.2366, 2.3363)  0.108
C (1.4428, 5.8176, -0.5266)  -0.159
H (-1.1429, 4.8918, -0.4495)  0.137
C (1.0406, 1.5555, 2.9631)  0.013
H (-1.5957, -2.9626, -2.3344)  0.080
C (-2.5929, 0.8002, 1.6514)  -0.072
H (1.0207, 0.5312, -4.0347)  0.101
C (4.4031, 1.9533, 1.3166)  0.024
H (-4.6744, -0.0657, -2.4627)  0.099
C (-1.5742, -0.0995, 2.3284)  -0.343
H (0.2171, 1.9894, 2.3863)  0.087
C (4.3767, 0.8906, 0.4265)  0.036
C (3.3331, 2.1240, 2.1713)  0.012
C (-1.3121, -3.7711, 0.5900)  -0.264
H (-1.4298, 3.5744, -1.5839)  0.121
C (-2.4427, -0.7775, -1.3085)  -0.302
C (4.3432, -3.0966, -1.2977)  0.056
C (1.1430, 5.8906, -2.0251)  -0.153
H (-2.4675, 0.2459, 5.3898)  0.123
Ti (0.3342, -0.8050, 0.0480)  1.305
H (2.5269, 3.9572, -0.5271)  0.130
C (-0.5659, -5.8492, -0.3538)  0.032
H (3.3425, 2.9084, 2.9173)  0.140
H (0.7008, -1.5576, -3.0302)  0.106
C (-0.8533, -1.4234, 4.2411)  0.040
H (-1.4851, -2.1949, 4.6813)  0.120
H (-5.2051, -1.7260, -2.0935)  0.125
C (-3.0686, 0.4719, -0.6960)  -0.062
C (3.2857, 0.0517, 0.4388)  -0.202
N (-0.1615, -3.1530, 0.2537)  0.097
H (-2.3900, -1.9716, 1.0965)  0.041
H (-2.4403, -5.5860, 0.6531)  0.143
H (-2.6001, 1.7632, 2.1623)  0.159
H (0.7075, 0.6314, 3.4238)  0.067
N (0.4535, 1.1039, -0.5496)  0.130
H (-0.3187, -0.9248, 5.0479)  0.120
H (0.6587, 6.3046, 0.0567)  0.129
C (-1.5149, -5.1237, 0.3288)  0.022
C (0.4553, 2.2784, -0.5812)  -0.149
H (5.2267, -3.5718, -1.7081)  0.150
H (-0.0720, 4.5867, -3.2871)  0.118
C (0.7771, -3.8841, -0.3947)  -0.192
O (-1.2493, -1.1113, -0.9628)  -0.141
C (1.6167, 4.3693, -0.0929)  -0.086
C (3.2688, -1.2292, -0.2882)  -0.173
H (-3.2743, 0.9714, 3.9989)  0.100
N (0.4522, 3.5508, -0.6170)  0.001
H (-0.9746, 5.9096, -2.5802)  0.131
C (-0.1874, 5.1815, -2.3799)  -0.139
H (1.3557, -5.7478, -1.2875)  0.129
H (1.9665, 0.9478, -2.5958)  0.065
H (-3.2614, -3.5321, -2.5812)  0.121
H (1.1084, 6.9293, -2.3460)  0.128
H (3.1303, -4.8461, -1.4614)  0.132
H (-3.3985, -3.3997, 0.8861)  0.109
H (5.3346, -1.2535, -0.8387)  0.135
H (-4.5378, -1.3286, -3.6800)  0.120
C (1.6633, 0.1404, -3.2496)  -0.051
H (-3.1533, 1.2238, -1.4796)  0.157
C (2.2255, 1.2893, 2.0814)  -0.274
N (2.1972, 0.2611, 1.2110)  0.093
C (-2.4413, -3.0356, 1.2611)  0.014
H (-0.7205, -6.8966, -0.5863)  0.146
C (-2.8500, 0.0536, 4.3904)  0.054
H (-3.5846, 0.3577, 1.7649)  0.158
H (-0.1561, -1.8709, 3.5468)  0.097
H (1.3019, 2.2595, 3.7490)  0.108
N (-3.1034, -1.4851, -2.1656)  -0.064
O (-2.2499, 1.0132, 0.3105)  -0.115
H (-4.0736, 0.2539, -0.3353)  0.152
C (-4.4656, -1.1192, -2.6159)  0.046
N (-1.7308, -0.4461, 3.5593)  -0.065
H (-3.6234, -0.7118, 4.4580)  0.127
C (0.5997, -5.2029, -0.7410)  0.039
C (2.0491, -3.1852, -0.6462)  -0.168
C (4.4004, -1.7953, -0.8268)  0.056
C (-2.5594, -2.7198, -2.7648)  0.048
C (3.1623, -3.8077, -1.1711)  0.056
H (5.2583, 2.6181, 1.3557)  0.144

---

Q: What is the formula in the first record?
A: C29H35N2O4PZn

---

Q: Number 1 is which compound?
A: C29H35N2O4PZn

---

Q: Which value of HOMO energy does entry 1 give?
A: -6.92 eV